(1)
Density functional theory data (the ωB97M-V functional and the def2-TZVPD basis) for a single C4H12N2S molecule in a non-equilibrium geometry.

Properties
Relative energy (zero: lowest compared OMol25 entry of this formula, charge and spin) = 1.954 eV
Gap between HOMO and LUMO = 9.52 eV
SMILES = CN[C@H](CN)CS
HOMO = -8.7 eV

Geometry as XYZ:
```
19
Properties=species:S:1:pos:R:3:forces:R:3:lowdin_charge:R:1
C 0.8660 0.2180 -2.7849 0.7 1.9 -0.2 -0.158
N 0.1508 -0.7419 -1.9218 -3.3 -0.4 -0.3 -0.104
C -0.2761 -0.4604 -0.5285 2.8 0.3 1.8 -0.405
C 1.0472 -0.5274 0.3779 -1.2 1.5 -0.2 -0.480
S 0.6837 -0.2126 2.1664 0.0 0.1 0.2 0.675
C -0.9510 0.8810 -0.1807 -0.6 1.3 -1.5 -0.325
N -2.1535 1.0231 0.6463 -0.5 -2.6 3.4 -0.048
H 0.5874 1.3652 -2.7055 0.1 -2.2 -0.1 0.101
H 1.9870 0.2221 -2.6763 -1.0 -0.3 0.8 0.072
H 0.8497 -0.0851 -3.8555 -0.8 0.1 0.7 0.072
H -0.8556 -0.9452 -2.2487 2.4 0.4 -0.8 0.136
H -0.9023 -1.2780 -0.1813 -0.2 -0.3 -0.3 0.121
H 1.5482 -1.4578 0.4206 0.4 -1.0 -0.8 0.034
H 1.7560 0.2893 -0.0095 -0.9 -1.1 0.9 0.103
H -0.0490 -1.3124 2.5540 0.5 0.5 -0.8 -0.124
H -1.2654 1.4016 -1.1334 0.8 -0.5 0.7 0.118
H -0.2071 1.4362 0.3437 0.6 1.0 -0.2 0.057
H -2.5432 0.0541 0.7210 -0.3 0.9 -0.6 0.061
H -1.9420 1.0755 1.7351 0.2 0.4 -2.9 0.094
```
Forces are in eV/Å.

(2)
Density functional theory data (the ωB97M-V functional and the def2-TZVPD basis) for 2 unconnected molecules or ions with the total composition C12H16N2 in a non-equilibrium geometry.

Properties
Relative energy (zero: lowest compared OMol25 entry of this formula, charge and spin) = 1.347 eV
Gap between HOMO and LUMO = 9.48 eV
SMILES = CCc1c[nH]cn1.Cc1ccccc1
HOMO = -8.6 eV

Geometry as XYZ:
```
30
Properties=species:S:1:pos:R:3:forces:R:3:lowdin_charge:R:1
C -2.1051 -3.1555 3.3570 0.1 0.7 -0.6 -0.050
C 1.1020 -2.1876 0.5623 -1.4 -2.1 1.4 -0.091
C -0.1650 -1.6009 0.4641 1.6 1.0 -1.8 -0.111
C 1.2533 -3.1065 1.6226 0.0 1.0 -1.7 -0.089
C -1.2232 -1.8929 1.2791 0.3 0.1 1.2 -0.051
C 0.2430 -3.2683 2.5812 1.9 0.1 -0.5 -0.068
C -1.0132 -2.7070 2.4047 0.1 -1.2 0.1 -0.271
H 1.8159 -2.2183 -0.2491 0.1 0.6 0.1 0.095
H -0.1896 -0.8867 -0.3635 -0.9 -0.1 0.2 0.092
H 2.1276 -3.7409 1.5115 0.1 0.0 1.0 0.097
H -2.1542 -1.3753 1.1430 -0.4 -0.1 -0.1 0.108
H 0.6406 -3.7828 3.4557 -1.1 -0.4 0.1 0.110
H -1.6742 -3.5429 4.2730 0.1 0.5 0.4 0.070
H -2.6676 -4.0205 3.0002 -0.1 0.3 -0.5 0.081
H -2.7590 -2.2856 3.4675 -0.3 -0.5 0.6 0.078
C 0.3319 1.7417 -2.9771 0.3 0.0 1.4 -0.221
C -0.4561 2.5486 -3.9600 0.6 1.4 -1.0 -0.133
C 0.5655 2.4573 -1.6720 0.2 0.3 0.3 -0.308
C 1.4047 2.0934 -0.6551 -0.8 0.3 0.2 -0.065
C 0.4480 4.0248 -0.2254 -0.8 -0.1 0.4 -0.221
N -0.0141 3.6862 -1.3901 0.0 -0.5 -0.1 0.104
N 1.2620 3.0819 0.3397 0.7 -0.1 -1.0 0.041
H -0.1846 0.7926 -2.7920 0.2 0.0 0.0 0.106
H 1.3668 1.5255 -3.2701 -0.4 -0.2 -0.8 0.115
H -0.0070 3.5432 -4.1495 0.5 -0.6 -0.1 0.077
H 1.8804 1.1418 -0.4933 0.4 0.2 0.1 0.105
H 0.0042 4.8151 0.3616 0.5 0.4 0.0 0.115
H 2.0458 3.3854 0.9080 -0.4 -0.4 0.3 0.142
H -1.4203 2.9357 -3.6280 -0.3 -1.0 0.1 0.072
H -0.4587 1.9983 -4.9062 -0.6 0.3 0.1 0.072
```
Forces are in eV/Å.

| no. | E (eV) |
| --- | --- |
| 1 | -18156.06495 |
| 2 | -15682.75140 |